Record 1
15
Properties=species:S:1:pos:R:3:forces:R:3 method="wB97M-V/def2-TZVPD" smiles="CNC(C)=O.O" multiplicity=1 orbital_gap_ev=10.53 de_lowest_kj_mol=51.8
C 0.290359 -1.434711 -1.515586 0.4 0.4 0.8
C -0.140491 -0.136854 -0.850682 -0.2 -0.4 -0.4
N -0.122168 -0.115222 0.505979 -0.1 0.2 0.0
C 0.015961 -1.275736 1.359053 0.2 0.4 -0.1
O -0.494729 0.819962 -1.514440 0.0 0.4 0.1
H 0.377958 -1.250450 -2.572196 -0.1 -0.1 -0.3
H -0.420740 -2.227365 -1.294976 -0.1 -0.1 -0.1
H 1.262881 -1.727655 -1.106664 -0.1 -0.1 -0.2
H -0.530843 0.707950 0.918913 0.0 0.1 -0.1
H 0.220107 -0.898841 2.361798 -0.1 -0.3 0.0
H -0.880607 -1.896090 1.337738 0.0 -0.1 0.2
H 0.868178 -1.855529 1.020431 0.1 -0.2 0.2
H 0.580592 3.955080 0.662791 -0.1 0.1 0.0
H -0.644030 3.333742 0.019209 0.0 0.1 0.0
O -0.382421 4.001713 0.668627 0.1 -0.3 -0.1

---

Record 2
8
Properties=species:S:1:pos:R:3:forces:R:3 method="wB97M-V/def2-TZVPD" multiplicity=1 orbital_gap_ev="8.30 / 8.31" de_lowest_kj_mol=574.3
C 1.083570 -0.118699 0.013095 -3.0 -0.9 0.8
C 0.278884 -1.151918 0.104454 -0.3 0.4 -1.5
N -1.855204 -0.405722 -0.009588 1.0 -1.8 0.0
P -0.691514 0.585627 0.030888 2.3 2.9 2.4
H 2.052806 0.263750 -0.224088 0.5 -0.3 0.2
H 0.035789 -2.170382 -0.207534 0.2 0.3 0.6
H -0.631618 1.549185 1.270783 0.0 -1.2 -1.8
H -0.272712 1.448161 -0.978013 -0.7 0.6 -0.7

---

Record 3
107
Properties=species:S:1:pos:R:3:forces:R:3 method="wB97M-V/def2-TZVPD" s_squared=0.754 multiplicity=2 total_charge=+1 orbital_gap_ev="7.65 / 2.48"
C -5.640599 3.029072 2.646706 1.4 0.6 -0.4
O -4.526039 2.937419 1.729700 -1.6 0.5 -1.2
C -3.486395 2.035792 1.930080 -0.1 0.5 1.9
C -3.804287 0.598919 1.591639 1.0 0.4 -0.2
N -3.761618 0.433108 0.157847 -0.5 -2.1 -0.3
C -4.518067 -0.755566 -0.322105 1.2 0.0 -0.2
C -3.926631 -2.181845 0.049206 -0.8 2.1 0.5
O -4.274622 -2.463031 1.432837 -0.4 -0.2 -1.8
C -3.658307 -3.630701 1.902379 1.2 0.0 1.0
H -5.259723 3.630394 3.472198 -0.3 0.0 0.4
H -6.070391 2.104284 3.031609 0.2 -0.3 -0.3
H -6.387560 3.614549 2.110626 -0.1 -0.2 0.1
H -3.172371 2.194250 2.961767 0.0 -0.8 0.6
H -2.606968 2.454138 1.440498 -0.1 -0.4 -0.8
H -4.728216 0.186655 1.997212 -0.3 0.5 0.3
H -3.013258 0.001503 2.044913 0.0 -0.2 0.1
H -3.896878 1.268981 -0.392718 -0.5 -0.1 0.2
H -4.585310 -0.585324 -1.396634 0.3 -0.7 -0.3
H -5.564665 -0.882853 -0.045475 -0.3 0.7 0.7
H -2.842867 -2.222371 -0.059963 0.2 -0.1 -0.1
H -4.416763 -2.819347 -0.686635 0.1 -0.7 0.3
H -3.725105 -4.563578 1.342581 -0.6 0.2 -0.6
H -3.963685 -3.847002 2.926129 -0.5 0.2 -0.1
H -2.594771 -3.418387 2.011480 0.5 -0.1 -0.1
C -0.382823 -3.457031 7.640706 1.2 -0.1 -1.0
O -0.793156 -3.164293 6.302843 -0.7 0.8 0.2
C 0.226053 -2.545490 5.488450 -0.4 -0.5 2.1
C -0.357203 -2.103639 4.201725 -0.2 -0.7 -1.5
N -1.742865 -1.622660 4.299011 0.8 1.0 0.6
C -1.796311 -0.442944 5.193456 -1.2 0.3 0.2
C -3.197600 0.124570 5.391178 -1.0 1.2 -1.2
O -4.124590 -0.722408 5.986577 0.3 -1.7 2.1
C -5.291704 -0.208132 6.602952 -0.4 0.4 -1.0
H -1.175004 -3.675084 8.356954 -0.4 0.0 -0.7
H 0.223361 -2.652888 8.057823 0.0 0.3 0.0
H 0.283478 -4.309591 7.509225 0.1 -0.3 0.7
H 1.004526 -3.305426 5.420815 0.5 0.4 -0.4
H 0.579165 -1.625872 5.955055 0.4 -0.2 0.7
H -0.276753 -2.921110 3.485232 -0.6 -0.2 -0.1
H 0.323968 -1.371886 3.767409 -0.2 0.5 0.1
H -2.199431 -2.311807 4.879281 -0.4 -0.5 -0.3
H -1.203511 0.403590 4.846953 0.2 -0.2 -0.4
H -1.480160 -0.629208 6.219832 0.4 -0.5 0.1
H -3.712679 0.413648 4.475081 0.6 0.1 -0.9
H -3.081886 1.090178 5.883424 0.0 0.0 0.8
H -5.911416 0.179381 5.794326 -0.4 0.3 0.0
H -5.193485 0.571591 7.358255 0.8 0.3 -0.1
H -5.896138 -0.965806 7.101643 0.6 -0.6 -0.3
C -1.351280 0.670478 -3.029807 -0.3 0.0 0.6
O -0.342114 -0.297413 -2.835662 1.6 1.2 -0.7
C -0.607436 -1.599599 -3.197482 -1.1 -1.1 0.8
C -0.254273 -1.911190 -4.621611 -0.8 -0.6 0.1
N -0.664881 -3.295425 -4.906140 0.5 0.4 0.0
C -0.218878 -3.849835 -6.200294 -0.6 0.2 0.8
C -0.596095 -5.369861 -6.316047 0.2 1.1 -1.3
O 0.027087 -5.981849 -7.458632 -1.9 1.0 0.6
C 1.392161 -6.126370 -7.440129 1.2 -1.3 -0.3
H -1.898829 0.534473 -3.962430 -0.3 -0.3 0.2
H -0.962081 1.688280 -3.056447 0.6 -0.2 0.0
H -1.898978 0.584622 -2.091321 -1.2 0.4 -0.4
H -1.621365 -1.862744 -2.896143 -0.5 0.0 -0.5
H -0.010551 -2.248318 -2.556383 0.4 0.1 0.2
H 0.813507 -1.694351 -4.591035 0.4 -0.2 -1.0
H -0.799408 -1.244182 -5.289468 0.3 0.1 -0.2
H -0.379694 -3.863310 -4.121109 0.2 -0.4 -0.1
H 0.808613 -3.566773 -6.428847 0.5 -0.6 0.2
H -0.786579 -3.280569 -6.936331 -0.2 -0.3 -0.3
H -1.663046 -5.334585 -6.536246 0.0 -0.4 -0.1
H -0.509825 -5.974415 -5.413177 0.6 0.2 0.3
H 1.749782 -6.195686 -8.467449 0.0 0.7 -0.2
H 1.650584 -7.135867 -7.120406 0.1 -0.1 0.8
H 1.954019 -5.386217 -6.870398 -0.1 0.1 0.0
C 4.448055 5.327709 -4.565621 0.0 -0.8 -0.4
O 5.172145 6.255010 -3.819478 1.9 0.7 0.5
C 6.641261 6.161390 -3.943929 -2.2 1.6 0.0
C 7.262196 5.723679 -2.660622 0.8 -1.3 -0.5
N 7.439379 4.265550 -2.611580 -1.4 1.7 2.8
C 7.545880 3.640683 -1.298416 -0.1 -0.9 -0.7
C 6.087759 3.451406 -0.615890 0.1 -2.6 -2.8
O 5.332042 2.736068 -1.678879 1.3 0.9 -0.1
C 4.056985 2.258980 -1.202637 0.6 0.7 -0.6
H 3.376194 5.507355 -4.482328 0.2 0.1 0.3
H 4.688285 4.338370 -4.176269 -0.3 -0.5 -0.2
H 4.682200 5.376408 -5.629058 0.2 0.0 -0.1
H 6.969612 7.198340 -4.014722 -0.1 0.0 -0.6
H 6.914916 5.607811 -4.842124 0.2 -0.1 0.1
H 6.656601 6.003756 -1.798695 -0.4 -0.1 0.2
H 8.210705 6.223568 -2.464313 0.3 -0.2 -0.1
H 6.765358 3.765777 -3.173740 0.0 -0.6 -0.7
H 8.338521 4.038462 -0.664712 -0.4 0.7 0.0
H 7.888650 2.644488 -1.578073 -0.3 -0.4 0.5
H 5.509577 4.318888 -0.297619 0.5 0.1 0.3
H 6.263094 2.621509 0.068676 0.0 0.8 1.0
H 4.221404 1.381035 -0.577905 -0.2 0.5 0.8
H 3.454158 1.887735 -2.031407 0.3 0.3 -0.4
H 3.625641 3.186222 -0.825459 -0.8 -0.9 0.9
C 0.321274 0.246881 0.778150 1.6 1.7 -0.5
O 0.847668 0.908384 1.671369 0.7 -0.2 0.6
N 0.772572 0.331705 -0.517764 0.3 0.0 0.6
N -0.711978 -0.522628 0.995728 -2.8 -2.4 0.1
H 0.215624 0.053423 -1.313040 0.4 -0.3 -0.1
H 1.742319 0.585332 -0.641677 -0.5 0.2 0.1
H -1.250543 -0.998837 0.286312 0.5 0.4 -0.4
H -1.144178 -0.714102 1.888276 0.5 0.7 0.4
O 3.099571 2.671529 1.771325 0.8 0.5 -0.2
H 3.733054 2.533223 2.475458 0.1 0.0 0.3
H 2.594817 1.858855 1.739572 -1.0 -0.5 0.0

---

Record 4
16
Properties=species:S:1:pos:R:3:forces:R:3 method="wB97M-V/def2-TZVPD" smiles=CC.CC multiplicity=1 orbital_gap_ev=12.83 de_lowest_kj_mol=23.6
C 1.470708 -2.243316 -0.003432 -0.1 -0.2 0.2
C 0.909598 -1.575215 -1.259655 -0.9 -0.1 0.8
H 1.663977 -3.294608 -0.199735 0.3 -0.1 -0.1
H 2.366298 -1.760286 0.385835 0.1 -0.1 -0.1
H 0.748737 -2.272241 0.817817 0.0 0.3 -0.1
H 0.974272 -0.489098 -1.209404 0.3 0.0 -0.2
H 1.335104 -1.982356 -2.170242 0.1 0.2 -0.1
H -0.166544 -1.779934 -1.255624 0.1 -0.1 -0.4
C -0.594923 2.359099 0.786256 0.5 0.8 1.0
C -1.771663 1.452197 0.470678 0.1 0.7 -0.3
H -0.119042 2.820498 -0.077531 0.1 -0.5 -0.2
H -0.863452 3.229642 1.398014 -0.4 -0.1 -0.1
H 0.157543 1.883078 1.417125 0.2 -0.2 -0.3
H -1.463470 0.412959 0.402419 -0.1 -0.1 -0.2
H -2.168649 1.805172 -0.482895 -0.3 -0.4 0.0
H -2.550335 1.555276 1.222677 -0.1 -0.2 0.0

---

What are the strongest force on any atom values for these records? In order: 0.018; 0.086; 0.075; 0.027 Eh/bohr.
What are the calculated total energy values for these records? In order: -8842.4187; -12910.5770; -56395.3800; -4342.2838 eV.